The following is a DFT calculation (ωB97M-V/def2-TZVPD) of a structure of composition C13H21FN2O6Pd in a non-equilibrium geometry.

Element x y z (Å)
Pd -1.045 0.255 0.024
F 2.427 -4.377 -3.294
O -0.777 0.743 -3.984
O 2.501 0.263 0.058
O -0.077 2.879 -0.016
O -1.349 4.541 0.520
O -2.085 2.515 0.660
O 0.943 0.005 3.313
N 0.668 1.519 -2.391
N -1.162 3.319 0.431
C 2.253 -0.316 1.326
C 1.511 1.052 -4.588
C -0.405 -2.465 -0.811
C 0.333 1.093 -3.612
C -0.452 0.219 3.443
C 1.494 0.683 2.182
C 1.498 -3.755 -2.471
C 0.559 -3.378 -0.310
C -1.357 -1.818 0.031
C -0.356 -2.259 -2.220
C 2.999 -0.687 -0.854
C 1.494 -4.011 -1.120
C 0.567 -2.881 -3.027
H -2.309 -1.488 -0.414
H 1.117 1.062 -5.603
H -0.969 0.058 2.480
H -0.670 1.244 3.779
H 0.582 -2.683 -4.093
H 2.207 1.882 -4.456
H 3.136 -0.193 -1.815
H 2.059 0.122 -4.435
H 2.301 -1.512 -0.988
H 2.222 -4.696 -0.696
H 3.971 -1.090 -0.524
H 0.159 1.442 -1.502
H -1.414 -2.163 1.062
H -0.816 -0.486 4.193
H 1.647 -1.225 1.246
H 0.570 -3.586 0.757
H 2.164 1.468 2.557
H 3.229 -0.578 1.776
H 0.704 1.125 1.564
H 1.638 1.744 -2.245
H -1.036 -1.540 -2.662

Values from the calculation:
Highest occupied orbital energy = 0.919 eV
Electronic energy = -1296.49053 Eh
Energy relative to the best compared isomer or geometry (same formula, charge and spin) = 26.5 kcal per mole
Charge = -2
Frontier orbital gap = 4.3233 eV

The following is a DFT calculation (ωB97M-V/def2-TZVPD) of an isolated molecule of C10H9N in a non-equilibrium geometry.

Element x y z (Å)
N 1.830 -1.004 0.386
C -1.103 1.196 0.259
C 3.248 0.531 -0.261
C 3.187 -0.648 0.281
C -0.384 0.033 -0.036
C 1.043 0.104 -0.068
C -3.272 -0.021 0.001
C -1.105 -1.140 -0.236
C -2.597 -1.138 -0.336
C -2.512 1.156 0.277
C 1.900 1.091 -0.457
H -4.202 -0.150 -0.009
H -0.601 1.990 0.604
H 3.726 -1.446 0.461
H 1.795 2.070 -0.832
H 1.392 -1.825 0.876
H -3.164 2.103 0.545
H 4.171 1.398 -0.421
H -0.426 -2.192 -0.498
H -2.926 -2.108 -0.536

Values from the calculation:
SMILES = c1ccc(-c2ccc[nH]2)cc1
Highest occupied orbital energy = -8.141 eV
Electronic energy = -441.09868 Eh
Energy relative to the best compared isomer or geometry (same formula, charge and spin) = 76.0 kcal per mole
Charge = 0
Frontier orbital gap = 9.0721 eV

The following is a DFT calculation (ωB97M-V/def2-TZVPD) of a cluster of 3 separate species, C2H8O2 in total in a non-equilibrium geometry.

Element x y z (Å)
O -1.204 -0.994 1.486
O 2.537 0.167 0.299
C -1.084 -0.749 0.312
C -0.859 -1.716 -0.795
H -1.085 4.119 1.397
H 1.987 0.828 -0.132
H -1.285 -2.726 -0.616
H -0.911 0.266 -0.041
H -0.426 4.285 1.100
H 2.972 -0.319 -0.407
H 0.290 -1.894 -0.809
H -0.932 -1.267 -1.794

Values from the calculation:
SMILES = [H][H].CC=O.O
Highest occupied orbital energy = -9.928 eV
Electronic energy = -231.41097 Eh
Energy relative to the best compared isomer or geometry (same formula, charge and spin) = 32.2 kcal per mole
Charge = 0
Frontier orbital gap = 10.5250 eV

The following is a DFT calculation (ωB97M-V/def2-TZVPD) of a cluster of 2 separate species, C3H3BrO in total in a non-equilibrium geometry.

Element x y z (Å)
Br -2.284 0.509 -0.014
O -0.461 -1.749 -0.306
C 1.800 1.618 -0.196
C 0.919 0.916 0.208
C -0.848 -0.754 0.537
H -0.950 -1.178 1.512
H -0.791 -1.595 -1.282
H 2.616 2.234 -0.460

Values from the calculation:
Highest occupied orbital energy (alpha / beta) = -9.456 / -9.455 eV
Electronic energy = -2765.13966 Eh
Energy relative to the best compared isomer or geometry (same formula, charge and spin) = 121.0 kcal per mole
Charge = 0
Frontier orbital gap (alpha / beta) = 8.4044 / 8.4029 eV

The following is a DFT calculation (ωB97M-V/def2-TZVPD) of a structure of composition C10H6BiNO5S in a non-equilibrium geometry.

Element x y z (Å)
Bi 0.521 1.410 -0.246
S -1.924 1.155 0.768
O 1.540 -2.150 -4.408
O 2.436 -0.301 2.294
O -0.538 4.456 -2.324
O 4.657 4.202 0.010
O 1.200 3.900 1.716
N -1.330 -1.239 1.702
C -1.610 -3.298 0.585
C 1.966 0.330 1.451
C -1.400 -2.590 1.735
C 0.010 3.633 -1.748
C 3.844 4.195 0.785
C -1.922 -1.217 -0.587
C 0.670 3.016 1.201
C -1.576 -0.523 0.568
C -1.865 -2.590 -0.587
C 2.295 -1.345 -4.100
H -1.996 -0.627 -1.483
H 1.115 0.830 -1.714
H -2.106 -3.135 -1.487
H -1.740 -4.365 0.647
H -1.127 -0.720 2.551
H -1.119 -3.027 2.670

Values from the calculation:
Highest occupied orbital energy (alpha / beta) = -15.240 / -15.239 eV
Electronic energy = -1427.57005 Eh
Charge = +2
Frontier orbital gap (alpha / beta) = 5.7027 / 5.7038 eV

The following is a DFT calculation (ωB97M-V/def2-TZVPD) of a cluster of 2 separate species, CH4NO2P in total in a non-equilibrium geometry.

Element x y z (Å)
P -1.777 -0.120 -0.020
O -0.843 0.194 -1.222
O 1.128 -1.539 -0.378
N 1.738 0.443 0.781
C 1.282 -0.487 0.119
H -1.544 1.114 0.609
H 1.510 1.249 1.246
H -0.748 -0.229 -2.064
H -0.746 -0.626 0.929

Values from the calculation:
SMILES = N=C=O.OP
Highest occupied orbital energy = -9.489 eV
Electronic energy = -587.05455 Eh
Energy relative to the best compared isomer or geometry (same formula, charge and spin) = 44.2 kcal per mole
Charge = 0
Frontier orbital gap = 10.0943 eV

The following is a DFT calculation (ωB97M-V/def2-TZVPD) of a structure of composition C10H15Cl3N3OPt in a non-equilibrium geometry.

Element x y z (Å)
Pt -0.048 0.177 -0.174
Cl 0.521 2.161 -1.258
Cl 4.589 -1.276 -0.762
Cl 5.428 3.483 -3.166
O 1.832 -0.314 -0.486
N -2.130 -0.176 -0.929
N -0.379 -1.575 0.724
N -0.705 0.920 2.132
C 3.037 2.716 -2.184
C 2.639 0.553 -1.085
C 3.990 0.254 -1.306
C 4.356 2.373 -2.377
C -2.670 -1.329 -0.192
C 2.237 1.784 -1.547
C -1.523 -2.278 0.080
C -0.471 -1.484 2.220
C 4.833 1.142 -1.939
C -1.262 -0.287 2.735
H 2.649 3.670 -2.515
H 0.552 -1.424 2.592
H -0.912 -2.405 2.603
H -2.315 -0.360 2.468
H -1.858 -3.105 0.707
H -1.209 -0.290 3.825
H 0.184 1.151 2.559
H -3.125 -0.973 0.727
H -1.968 -0.422 -1.899
H -2.756 0.620 -0.928
H 0.485 -2.061 0.490
H -1.296 1.735 2.235
H -3.444 -1.858 -0.751
H -1.158 -2.696 -0.859
H 5.870 0.875 -2.093

Values from the calculation:
Highest occupied orbital energy = -10.665 eV
Electronic energy = -2129.21818 Eh
Energy relative to the best compared isomer or geometry (same formula, charge and spin) = 10.8 kcal per mole
Charge = +1
Frontier orbital gap = 7.5071 eV

The following is a DFT calculation (ωB97M-V/def2-TZVPD) of a structure of composition C42H63AsIMoN7O3Sb in a non-equilibrium geometry.

Element x y z (Å)
I 3.248 -1.343 0.497
Sb 1.183 -1.550 -3.038
Mo 0.055 -1.137 0.326
As 0.175 1.851 1.439
O 2.038 -2.576 3.203
O 0.529 -2.590 4.747
O -0.296 -0.024 -0.869
N -2.106 -2.229 -0.276
N 1.068 -3.199 0.279
N -1.704 -3.487 3.621
N 0.892 -2.465 3.588
N -0.763 0.264 1.724
N -2.781 -3.003 0.760
N -0.039 -2.091 2.638
C 1.053 -5.573 0.153
C 0.899 3.088 6.027
C 0.714 1.553 -3.224
C -0.960 5.411 -0.305
C -0.601 -1.812 -5.696
C -1.769 -0.977 -3.670
C -0.035 3.798 5.283
C -3.641 0.758 3.964
C -2.433 -1.214 2.647
C -0.284 3.529 3.941
C -1.795 0.027 2.534
C 1.142 4.516 0.680
C -2.941 4.117 -0.494
C 2.692 -2.837 -4.029
C 1.402 1.796 4.036
C -1.298 4.412 3.257
C 2.797 -2.808 -5.549
C 2.243 0.660 -4.991
C -3.674 -1.509 3.247
C -4.274 -0.501 3.924
C 2.981 0.851 -2.623
C -1.119 -3.364 -3.830
C 0.421 2.488 3.306
C 0.397 -4.360 0.220
C -2.293 5.321 -0.692
C 1.612 2.097 5.380
C -2.986 6.490 -1.335
C -0.687 -1.936 -4.180
C -0.313 4.357 0.315
C 3.137 -4.386 0.244
C -1.283 -2.514 2.817
C -2.326 3.017 0.110
C 2.273 0.712 3.459
C -2.478 1.016 3.300
C 2.393 -3.226 0.307
C 4.063 -2.499 -3.438
C 2.443 -5.583 0.158
C -1.009 3.161 0.577
C 1.796 0.512 -3.538
C 1.141 3.393 7.480
C 2.337 -4.262 -3.585
C -3.160 1.762 0.164
H -1.876 -2.759 -1.114
H 0.486 -6.491 0.103
H -2.687 -3.687 3.631
H 3.334 1.862 -2.853
H 4.789 -3.246 -3.778
H -1.134 -3.534 -2.745
H 2.488 1.710 -5.186
H 2.225 -4.334 -2.500
H 1.107 2.537 -3.506
H 2.985 -6.517 0.104
H 3.574 -3.515 -5.863
H 1.327 4.385 1.751
H 1.420 -4.627 -4.048
H -4.017 6.248 -1.590
H 0.948 2.514 8.097
H -2.471 6.794 -2.247
H -2.567 0.884 0.357
H -0.686 -4.286 0.252
H 3.140 0.074 -5.196
H -3.932 1.831 0.934
H 4.430 -1.528 -3.769
H -1.822 -0.953 -2.579
H 3.827 0.176 -2.743
H -3.967 4.008 -0.834
H -2.051 2.008 3.319
H -0.593 4.595 5.763
H -2.996 7.350 -0.664
H 4.217 -4.356 0.270
H 0.036 -2.577 -6.135
H -2.660 -1.430 -0.573
H 2.002 -0.274 3.846
H 1.495 5.508 0.406
H -4.110 1.566 4.513
H -1.601 -1.937 -6.126
H 1.875 -3.113 -6.037
H 1.472 0.369 -5.705
H -3.670 1.633 -0.794
H -2.018 3.862 2.651
H -1.818 -2.173 1.777
H -3.311 -3.741 0.298
H -1.848 4.989 3.998
H -4.148 -2.471 3.119
H 3.140 -4.946 -3.880
H 2.178 3.688 7.647
H 3.077 -1.829 -5.932
H -0.236 -0.835 -6.016
H -0.411 6.328 -0.492
H 1.758 3.783 0.153
H -1.180 -3.624 4.478
H -1.617 0.045 -4.011
H -0.461 -4.115 -4.268
H 0.470 1.609 -2.157
H 0.499 4.200 7.829
H 2.219 0.663 2.378
H 2.677 0.852 -1.575
H -2.742 -1.302 -4.053
H -2.126 -3.549 -4.218
H 4.061 -2.515 -2.345
H -0.815 5.121 2.581
H -0.213 1.413 -3.777
H 3.315 0.889 3.735
H -5.230 -0.669 4.400
H 2.367 1.540 5.927

Values from the calculation:
Highest occupied orbital energy (alpha / beta) = -9.975 / -9.975 eV
Electronic energy = -5088.57547 Eh
Energy relative to the best compared isomer or geometry (same formula, charge and spin) = 114.2 kcal per mole
Charge = +1
Frontier orbital gap (alpha / beta) = 5.9572 / 5.9595 eV

The following is a DFT calculation (ωB97M-V/def2-TZVPD) of an isolated molecule of C6H6 in a non-equilibrium geometry.

Element x y z (Å)
C -0.393 -0.143 0.467
C 1.031 -0.539 0.414
C -1.203 -0.806 -0.648
C -0.208 2.485 0.163
C 2.195 -0.836 0.329
C -0.402 1.304 0.328
H -2.251 -0.507 -0.566
H -1.119 -1.890 -0.564
H 0.744 2.917 -0.007
H -0.797 -0.396 1.451
H -0.824 -0.488 -1.624
H 3.228 -1.101 0.257

Values from the calculation:
SMILES = C#CC(C)C#C
Highest occupied orbital energy = -10.101 eV
Electronic energy = -232.05402 Eh
Energy relative to the best compared isomer or geometry (same formula, charge and spin) = 108.1 kcal per mole
Charge = 0
Frontier orbital gap = 11.0341 eV

The following is a DFT calculation (ωB97M-V/def2-TZVPD) of a cluster of 2 separate species, C22H34N5 in total in a non-equilibrium geometry.

Element x y z (Å)
N 0.948 3.196 1.713
N 4.138 -2.996 -0.959
N 2.631 4.336 0.700
N -6.353 -2.947 -0.944
N 1.629 5.273 2.689
C -3.557 -0.475 -0.817
C 2.645 -1.041 -1.029
C 0.206 -1.306 -0.695
C 1.689 4.295 1.714
C -3.904 -3.225 -1.006
C -1.084 -0.695 -0.538
C 1.375 -0.503 -0.938
C -4.832 -1.004 -0.907
C -6.983 -3.490 -2.139
C 3.415 5.396 0.094
C 4.706 -3.574 0.247
C 4.738 -3.540 -2.167
C 0.452 -2.712 -0.597
C -2.372 -1.289 -0.787
C 2.719 3.091 -0.027
C 2.222 6.604 2.715
C -5.057 -2.410 -0.929
C -6.955 -3.505 0.251
C 2.848 -2.443 -0.935
C 0.827 5.072 3.887
C -2.632 -2.676 -1.071
C 1.704 -3.264 -0.808
H -5.704 -0.351 -0.960
H -6.642 -2.958 1.147
H 2.666 6.733 3.712
H 5.830 -3.475 -2.067
H 3.332 6.366 0.582
H 5.799 -3.512 0.174
H -1.815 -3.335 -1.349
H 4.471 5.089 0.084
H 2.105 2.369 0.534
H 3.762 2.762 -0.082
H 1.421 7.355 2.624
H 1.445 5.346 4.751
H 4.370 -3.017 1.130
H -4.043 -4.307 -1.061
H -8.043 -3.426 0.135
H -1.103 0.352 -0.212
H 4.425 -2.977 -3.055
H 3.527 -0.413 -1.176
H -6.699 -4.571 0.379
H 1.831 -4.348 -0.863
H -6.702 -2.941 -3.044
H 4.423 -4.634 0.368
H -8.069 -3.409 -1.996
H -6.747 -4.558 -2.285
H -3.432 0.608 -0.766
H 1.261 0.575 -1.043
H 2.991 6.782 1.966
H 0.499 4.035 3.984
H -0.351 -3.372 -0.281
H 0.177 3.191 2.378
H 3.108 5.520 -0.956
H 4.478 -4.604 -2.315
H 2.302 3.199 -1.037
H -0.034 5.757 3.884

Values from the calculation:
Highest occupied orbital energy = -10.015 eV
Electronic energy = -1132.10195 Eh
Charge = +1
Frontier orbital gap = 4.4874 eV

The following is a DFT calculation (ωB97M-V/def2-TZVPD) of a structure of composition C4H10BN in a non-equilibrium geometry.

Element x y z (Å)
N -0.322 1.289 -0.118
C 1.947 0.216 0.129
C -1.868 -0.549 -0.108
C 0.483 0.125 -0.413
C -0.404 -1.034 0.062
B -1.639 0.989 0.165
H -2.124 -0.490 -1.137
H 0.762 0.043 -1.498
H -0.261 -1.069 1.129
H -2.549 -1.153 0.421
H -2.399 1.810 0.582
H 2.524 -0.647 -0.395
H 0.451 2.125 0.497
H 2.340 1.190 -0.300
H -0.229 -2.044 -0.296
H 2.008 0.318 1.291

Values from the calculation:
Highest occupied orbital energy = -9.596 eV
Electronic energy = -237.98174 Eh
Energy relative to the best compared isomer or geometry (same formula, charge and spin) = 30.3 kcal per mole
Charge = 0
Frontier orbital gap = 10.3439 eV

The following is a DFT calculation (ωB97M-V/def2-TZVPD) of a structure of composition C3H3LiMgO3 in a non-equilibrium geometry.

Element x y z (Å)
Mg 4.068 0.397 0.088
O 0.371 0.110 -1.215
O 2.256 -0.334 -0.090
O 0.404 0.364 0.937
C -1.256 -0.845 -0.110
C -1.013 0.285 0.678
C 1.112 0.148 -0.181
Li -1.218 1.961 -1.020
H -0.843 -1.821 0.151
H -2.201 -1.053 -0.618
H -1.680 0.788 1.382

Values from the calculation:
Highest occupied orbital energy (alpha / beta) = -10.846 / -12.036 eV
Electronic energy = -549.15949 Eh
Energy relative to the best compared isomer or geometry (same formula, charge and spin) = 21.5 kcal per mole
Charge = +1
2S+1 = 2
Frontier orbital gap (alpha / beta) = 6.7043 / 7.7831 eV

The following is a DFT calculation (ωB97M-V/def2-TZVPD) of a structure of composition C32H40Ge2MnN2OS2 in a non-equilibrium geometry.

Element x y z (Å)
Ge -1.651 1.810 0.091
Ge -1.625 -1.809 0.127
Mn 0.006 0.023 0.016
S 2.699 -0.691 3.764
S 0.287 0.169 2.170
O -0.004 0.059 -1.803
N 1.980 -0.517 -0.059
N 2.608 -0.746 1.148
C -3.123 -3.501 -1.854
C -3.361 0.670 0.076
C 0.907 -0.057 -2.731
C 2.779 -0.256 -4.812
C 0.558 0.258 -4.056
C -3.298 -3.581 1.889
C -4.677 1.358 0.034
C -4.749 2.749 0.013
C -2.340 4.052 -1.920
C 2.636 1.062 4.357
C -7.147 2.706 -0.036
C -1.483 3.008 1.717
C -1.402 2.891 -1.596
C -3.246 -0.660 0.105
C -5.962 3.421 -0.019
C -1.750 -2.894 -1.565
C 2.230 -0.512 -2.455
C 3.134 -0.598 -3.528
C 5.739 3.252 2.373
C 1.941 -0.450 2.197
C -7.100 1.318 -0.023
C -2.446 4.169 1.960
C 2.681 -0.847 -1.118
C -1.883 -3.035 1.701
C 4.959 1.994 4.264
C 3.468 2.464 2.443
C 4.484 3.147 1.793
C 1.475 0.164 -5.077
C 3.700 1.875 3.683
C -5.888 0.654 0.013
C 3.995 -1.554 -0.945
C 5.973 2.681 3.615
H -2.112 4.748 2.824
H 6.947 2.773 4.080
H -3.899 -2.735 -1.892
H -1.497 2.337 2.578
H -0.374 3.258 -1.525
H 4.806 -0.827 -0.866
H 1.183 0.423 -6.086
H -5.976 4.504 -0.029
H -0.995 -3.683 -1.508
H -1.582 -2.477 2.590
H 2.787 1.006 5.433
H -1.997 4.565 -2.822
H -3.357 3.707 -2.101
H 4.294 3.604 0.829
H -3.606 -4.195 1.043
H 4.148 -0.925 -3.342
H 5.141 1.536 5.229
H -1.417 2.164 -2.410
H 3.987 -2.121 -0.022
H -0.458 0.579 -4.243
H -3.401 -4.229 -1.092
H 1.632 1.419 4.141
H -8.021 0.749 -0.040
H 4.187 -2.220 -1.782
H 6.533 3.775 1.855
H -3.115 -4.018 -2.817
H -4.024 -2.776 2.007
H -2.364 4.789 -1.115
H -5.893 -0.428 0.023
H -2.487 4.850 1.108
H -1.457 -2.232 -2.383
H 3.508 -0.315 -5.608
H -3.831 3.314 0.021
H -1.173 -3.859 1.591
H -3.347 -4.207 2.784
H -4.154 -1.264 0.108
H -3.456 3.817 2.168
H 2.489 2.389 1.983
H -8.098 3.222 -0.062
H -0.462 3.393 1.642

Values from the calculation:
Highest occupied orbital energy (alpha / beta) = -6.586 / -8.185 eV
Electronic energy = -7529.24326 Eh
Charge = 0
2S+1 = 6
Frontier orbital gap (alpha / beta) = 6.2125 / 6.0081 eV